1.
One molecule with the formula C4H5NO, computed with wB97M-V/def2-TZVPD.

The geometry in XYZ format:
```
11
Properties=species:S:1:pos:R:3:forces:R:3:nbo_charge:R:1
O -0.26364 0.73796 0.23978 -0.04 0.03 -0.01 -0.49
N -1.96160 -0.73566 -0.18217 0.01 0.34 0.11 -0.72
C -1.56214 0.41168 0.16925 -0.17 -0.17 -0.06 0.41
C 2.02989 0.23264 0.00845 0.12 0.59 -0.03 -0.62
C 2.47862 1.45727 0.00411 -0.20 -0.71 0.05 0.27
C 0.63807 -0.31284 -0.09804 0.05 -0.15 -0.04 -0.09
H 2.87120 -0.46311 0.10776 0.01 0.07 -0.05 0.29
H 0.42877 -0.66282 -1.11492 0.05 0.02 0.14 0.22
H -2.17006 1.27293 0.45824 0.04 -0.14 -0.06 0.16
H 0.48808 -1.16136 0.57713 0.04 0.11 -0.07 0.21
H -2.97719 -0.77668 -0.16959 0.09 0.00 0.00 0.36
```
Forces are in eV/Å.

The value obtained for the HOMO-LUMO gap is 10.04 eV. For the energy relative to the best compared isomer or geometry (same formula, charge and spin), the calculation gives 425.1 kJ/mol. The charge is 0. As for the HOMO energy: -10.38 eV. Its energy is -285.2527 Eh.

---

2.
A 2-piece molecular cluster, C4H5NO overall in a non-equilibrium geometry, computed with wB97M-V/def2-TZVPD.

The geometry in XYZ format:
```
11
Properties=species:S:1:pos:R:3:forces:R:3:nbo_charge:R:1
O -2.72729 0.37236 0.46834 0.82 -0.54 -0.53 -0.44
N 0.22266 1.22873 0.70623 0.52 0.09 0.11 -0.60
C 1.35310 0.74486 1.01513 -0.31 0.05 0.05 -0.05
C -1.27102 -1.07359 -0.89401 0.11 -0.01 0.00 -0.39
C -0.04406 -1.35196 -1.30758 -0.01 0.03 0.05 -0.26
C -1.91815 -0.22769 -0.12225 -0.79 0.25 0.26 0.71
H 0.82756 -0.77316 -0.98961 -0.19 -0.07 -0.07 0.18
H 0.30709 2.15058 0.27448 0.07 -0.02 0.06 0.34
H 1.36440 -0.24525 1.47865 0.12 0.13 -0.03 0.16
H 0.16684 -2.17853 -1.98824 -0.15 0.14 0.12 0.19
H 2.32206 1.23833 0.86288 -0.20 -0.04 -0.01 0.15
```
Forces are in eV/Å.

The value obtained for the HOMO-LUMO gap is 8.44 eV. For the energy relative to the best compared isomer or geometry (same formula, charge and spin), the calculation gives 330.7 kJ/mol. The charge is 0. As for the HOMO energy: -8.63 eV. Its SMILES is C=C=C=O.C=N. Its energy is -285.2886 Eh.

---

3.
One molecule with the formula C4H5NO, computed with wB97M-V/def2-TZVPD.

The geometry in XYZ format:
```
11
Properties=species:S:1:pos:R:3:forces:R:3:nbo_charge:R:1
O -0.24888 -0.27648 0.74313 -0.21 0.29 -0.02 -0.29
N 0.83278 -1.08030 0.11401 0.09 0.31 -0.34 -0.16
C -1.57953 -0.59548 0.21880 -0.11 -0.22 0.01 -0.24
C -0.07484 1.19452 0.54983 0.43 0.07 -0.25 0.07
C 1.57765 -0.13818 -0.35725 -0.19 -0.23 0.05 0.03
C 1.07982 1.19617 -0.16745 -0.08 0.22 0.15 -0.52
H 1.52344 2.08767 -0.58398 0.13 -0.08 0.17 0.24
H -1.60645 -1.67208 0.07994 -0.03 0.04 0.09 0.21
H -2.28254 -0.24171 0.97099 0.10 -0.11 -0.12 0.22
H 2.50332 -0.42449 -0.85039 -0.20 -0.02 0.09 0.23
H -1.72476 -0.04964 -0.71762 0.07 -0.25 0.17 0.21
```
Forces are in eV/Å.

The value obtained for the HOMO-LUMO gap is 10.00 eV. For the energy relative to the best compared isomer or geometry (same formula, charge and spin), the calculation gives 502.5 kJ/mol. The charge is 0. As for the HOMO energy: -9.12 eV. Its energy is -285.2232 Eh.

---

4.
C4H5NO as an isolated structure in a non-equilibrium geometry, computed with wB97M-V/def2-TZVPD.

The geometry in XYZ format:
```
11
Properties=species:S:1:pos:R:3:forces:R:3:nbo_charge:R:1
O -1.26593 0.76179 0.14640 -0.19 -0.08 0.02 -0.43
N -2.39295 -1.11061 1.31775 0.66 0.57 -0.53 -0.42
C 0.07627 1.09871 0.59894 0.19 0.05 0.06 -0.18
C 0.29423 -0.34086 0.33124 0.40 0.04 -0.13 0.21
C -1.61628 -0.40499 0.80051 -0.84 -0.50 0.42 0.43
C 0.96730 -0.71440 -0.93736 0.04 0.04 0.09 -0.76
H 0.46614 1.84585 -0.09702 -0.04 -0.13 0.06 0.19
H 1.50674 -1.65090 -0.75462 -0.07 0.08 -0.07 0.26
H 0.08677 1.42846 1.63984 0.00 -0.04 -0.17 0.21
H 0.22598 -0.95893 -1.71073 -0.01 0.03 0.23 0.28
H 1.65172 0.04589 -1.33495 -0.13 -0.07 0.02 0.21
```
Forces are in eV/Å.

The value obtained for the HOMO-LUMO gap (alpha / beta) is 8.00 / 8.00 eV. For the energy relative to the best compared isomer or geometry (same formula, charge and spin), the calculation gives 560.0 kJ/mol. The charge is 0. As for the HOMO energy (alpha / beta): -8.71 / -8.71 eV. Its energy is -285.2013 Eh.

---

5.
One molecule with the formula C4H5NO, computed with wB97M-V/def2-TZVPD.

The geometry in XYZ format:
```
11
Properties=species:S:1:pos:R:3:forces:R:3:nbo_charge:R:1
O -1.68870 0.18186 -1.46735 -0.17 -0.45 -0.02 -0.70
N 0.62496 0.32394 1.23054 0.11 0.45 -0.43 -0.52
C 0.57411 -0.63380 -0.77728 -0.09 -0.17 -0.07 -0.34
C 1.38189 -0.31722 0.27915 0.00 0.08 -0.15 -0.06
C -0.70661 -0.04939 -0.52366 0.08 0.43 0.33 0.21
C -0.65086 0.52925 0.71929 0.07 -0.17 0.19 -0.13
H -2.47533 -0.37285 -1.38552 0.36 -0.05 0.25 0.48
H 1.04506 1.03167 1.81589 -0.14 -0.33 0.25 0.40
H 2.46267 -0.38013 0.34915 -0.33 -0.28 0.25 0.21
H 0.84225 -1.29541 -1.58556 0.01 0.34 -0.25 0.23
H -1.40943 0.98207 1.34535 0.10 0.15 -0.36 0.21
```
Forces are in eV/Å.

The value obtained for the HOMO-LUMO gap is 9.29 eV. For the energy relative to the best compared isomer or geometry (same formula, charge and spin), the calculation gives 77.9 kJ/mol. The charge is 0. As for the HOMO energy: -8.28 eV. Its SMILES is Oc1cc[nH]c1. Its energy is -285.3849 Eh.

---

6.
One molecule with the formula C4H5NO in a non-equilibrium geometry, computed with wB97M-V/def2-TZVPD.

The geometry in XYZ format:
```
11
Properties=species:S:1:pos:R:3:forces:R:3:nbo_charge:R:1
O -0.42616 -1.02075 0.96948 1.31 0.52 0.55 -0.48
N -1.78099 2.21544 0.25390 0.33 -1.27 -0.38 -0.27
C 1.30776 0.21594 -0.08127 0.08 0.17 -0.22 -0.64
C -1.23809 -0.29135 -0.23389 0.22 -0.66 1.79 -0.17
C -1.51953 1.10657 0.03613 -0.50 0.60 0.42 0.23
C 0.16496 -0.73663 -0.28163 0.57 -0.25 0.13 0.07
H 1.61841 0.66425 -1.02390 0.07 0.04 -0.02 0.22
H -1.67682 -1.21372 0.30897 -1.99 0.88 -2.08 0.38
H 2.14929 -0.34521 0.33975 -0.13 0.13 -0.12 0.23
H 1.02895 1.00411 0.62483 0.03 -0.12 -0.17 0.24
H 0.37223 -1.59865 -0.91237 0.03 -0.02 0.10 0.19
```
Forces are in eV/Å.

The value obtained for the HOMO-LUMO gap is 10.94 eV. For the energy relative to the best compared isomer or geometry (same formula, charge and spin), the calculation gives 378.9 kJ/mol. The charge is 0. As for the HOMO energy: -10.71 eV. Its SMILES is C[C@H]1O[C@H]1C#N. Its energy is -285.2703 Eh.

---

7.
C4H5NO as an isolated structure, computed with wB97M-V/def2-TZVPD.

The geometry in XYZ format:
```
11
Properties=species:S:1:pos:R:3:forces:R:3:nbo_charge:R:1
O 1.15982 -0.23364 -1.04884 0.11 -0.04 -0.01 -0.49
N 0.92353 0.38532 1.10561 0.20 0.02 -0.37 -0.44
C -0.20545 -0.45505 0.75454 -0.14 -0.20 0.12 -0.18
C 0.04877 -0.99579 -0.65020 0.09 -0.08 0.11 0.05
C 1.59808 0.46495 0.03706 0.00 0.13 0.29 0.36
C -1.22471 0.22630 -0.11118 -0.19 0.18 0.12 -0.49
H 2.51038 1.03205 -0.11224 -0.13 -0.04 0.03 0.20
H -0.97860 -0.45410 -1.19927 -0.17 0.07 -0.12 0.28
H -2.25006 -0.12061 -0.01196 0.17 0.05 -0.02 0.25
H -1.06862 1.28676 -0.29561 0.01 -0.20 0.01 0.24
H -0.55528 -1.10743 1.54921 0.05 0.13 -0.16 0.23
```
Forces are in eV/Å.

The value obtained for the HOMO-LUMO gap is 9.76 eV. For the energy relative to the best compared isomer or geometry (same formula, charge and spin), the calculation gives 385.1 kJ/mol. The charge is 0. As for the HOMO energy: -8.78 eV. Its energy is -285.2679 Eh.

---

8.
One molecule with the formula C4H5NO, computed with wB97M-V/def2-TZVPD.

The geometry in XYZ format:
```
11
Properties=species:S:1:pos:R:3:forces:R:3:nbo_charge:R:1
O -0.18040 -0.83917 -0.72196 -0.05 -0.17 0.31 -0.43
N -0.42169 1.24717 0.01083 0.16 -0.35 0.04 -0.45
C -1.63932 0.58210 0.07248 -0.27 -0.10 0.01 -0.12
C -1.46719 -0.69789 -0.32662 -0.25 0.08 0.13 0.04
C 1.72850 0.02183 0.21832 0.28 0.12 -0.05 -0.65
C 0.40787 0.33524 -0.38458 0.04 -0.11 0.47 0.49
H -2.51170 1.04834 0.50280 0.00 -0.01 -0.22 0.22
H -1.97590 -1.63392 -0.19191 -0.57 0.16 -0.49 0.21
H 2.23400 0.87908 0.65058 0.07 0.07 -0.27 0.24
H 2.36402 -0.59603 -0.41425 0.08 0.23 -0.02 0.23
H 1.37693 -0.61613 1.04167 0.52 0.07 0.10 0.23
```
Forces are in eV/Å.

The value obtained for the HOMO-LUMO gap is 9.99 eV. For the energy relative to the best compared isomer or geometry (same formula, charge and spin), the calculation gives 109.3 kJ/mol. The charge is 0. As for the HOMO energy: -9.04 eV. Its SMILES is Cc1ncco1. Its energy is -285.3730 Eh.

---

9.
One molecule with the formula C4H5NO, computed with wB97M-V/def2-TZVPD.

The geometry in XYZ format:
```
11
Properties=species:S:1:pos:R:3:forces:R:3:nbo_charge:R:1
O -0.76028 1.84472 0.34046 -0.07 0.11 0.14 -0.70
N 0.70328 0.32810 -0.71370 -0.12 -0.20 -0.09 -0.53
C -0.41555 -1.38983 0.22588 -0.12 -0.05 0.17 -0.47
C 0.36237 -0.93534 -0.86097 0.10 0.26 0.02 0.18
C -0.61398 -0.37965 1.15828 0.16 -0.17 -0.36 -0.13
C 0.13815 0.79416 0.57727 0.13 -0.06 0.09 0.11
H -0.86163 -2.37891 0.24444 0.15 0.12 0.04 0.22
H 0.66826 -1.48180 -1.75139 -0.02 0.06 0.13 0.21
H 1.30627 0.85102 -1.33097 -0.13 -0.06 0.05 0.42
H -1.51233 1.62395 0.91288 0.03 0.15 -0.16 0.50
H 0.98544 1.12358 1.19782 -0.11 -0.17 -0.02 0.19
```
Forces are in eV/Å.

The value obtained for the HOMO-LUMO gap is 8.11 eV. For the energy relative to the best compared isomer or geometry (same formula, charge and spin), the calculation gives 305.7 kJ/mol. The charge is 0. As for the HOMO energy: -8.17 eV. Its energy is -285.2982 Eh.

---

10.
C4H5NO as an isolated structure in a non-equilibrium geometry, computed with wB97M-V/def2-TZVPD.

The geometry in XYZ format:
```
11
Properties=species:S:1:pos:R:3:forces:R:3:nbo_charge:R:1
O -0.80307 -1.35242 -0.02084 0.12 -0.35 -0.13 -0.59
N 3.03782 0.42438 1.20309 -0.89 -0.03 -0.60 -0.35
C -0.38733 0.23772 0.44825 0.15 0.19 -0.01 0.10
C 2.07339 0.39539 0.55843 0.80 0.02 0.54 0.28
C -1.50513 -0.15232 -0.40298 -0.08 0.14 -0.03 -0.12
C 0.88047 0.32805 -0.23037 0.01 0.29 0.05 -0.71
H -2.51263 -0.13389 0.00375 0.14 0.02 -0.04 0.22
H 0.29275 -1.03024 -0.45668 -0.28 -0.14 0.10 0.48
H -1.45022 0.09038 -1.46424 0.01 -0.03 0.14 0.20
H 0.89562 0.89297 -1.16108 0.00 -0.09 0.12 0.26
H -0.52167 0.29998 1.52267 0.01 -0.01 -0.15 0.24
```
Forces are in eV/Å.

The value obtained for the HOMO-LUMO gap is 9.68 eV. For the energy relative to the best compared isomer or geometry (same formula, charge and spin), the calculation gives 394.0 kJ/mol. The charge is 0. As for the HOMO energy: -9.06 eV. Its energy is -285.2645 Eh.

---

11.
A 2-piece molecular cluster, C4H5NO overall in a non-equilibrium geometry, computed with wB97M-V/def2-TZVPD.

The geometry in XYZ format:
```
11
Properties=species:S:1:pos:R:3:forces:R:3:nbo_charge:R:1
O -1.46509 -2.61202 1.89003 0.55 1.24 0.03 -0.49
N -1.68199 -1.09966 -1.20283 0.70 0.89 0.24 -0.34
C -1.00658 -1.57435 1.89053 -0.60 -1.30 0.06 0.49
C -0.09769 0.91737 -0.64990 0.03 0.06 0.01 -0.51
C -0.98993 -0.20489 -0.95823 -0.64 -0.78 -0.25 0.29
C 1.19872 0.46117 0.03071 0.07 -0.02 0.02 -0.59
H 0.99071 0.04839 1.02118 0.05 0.07 -0.19 0.23
H -0.64213 1.61958 -0.00978 0.05 -0.10 -0.10 0.25
H 1.87512 1.31343 0.14166 -0.10 -0.13 -0.01 0.22
H 0.11678 1.43742 -1.58927 -0.03 -0.07 0.11 0.25
H 1.70208 -0.30645 -0.56410 -0.06 0.13 0.07 0.22
```
Forces are in eV/Å.

The value obtained for the HOMO-LUMO gap is 12.51 eV. For the energy relative to the best compared isomer or geometry (same formula, charge and spin), the calculation gives 49.9 kJ/mol. The charge is 0. As for the HOMO energy: -11.59 eV. Its energy is -285.3956 Eh.

---

12.
One molecule with the formula C4H5NO in a non-equilibrium geometry, computed with wB97M-V/def2-TZVPD.

The geometry in XYZ format:
```
11
Properties=species:S:1:pos:R:3:forces:R:3:nbo_charge:R:1
O -0.23049 -2.29469 0.20649 1.05 0.42 0.58 -0.70
N -0.49555 1.28661 0.18050 -5.31 -0.58 0.05 -0.48
C -0.04899 -0.90539 0.10957 -1.40 0.62 -1.52 0.24
C 0.99958 -0.16618 -0.48382 0.12 1.33 -0.59 -0.38
C -1.10201 0.02418 0.24332 0.86 -1.18 3.45 -0.18
C 0.62323 1.21098 -0.47189 2.97 -0.21 0.44 -0.03
H 1.04872 2.22976 -0.53728 0.74 -1.24 -0.92 0.21
H -1.12391 2.10085 0.19494 0.91 -0.47 0.05 0.41
H 0.49316 -2.75919 0.71101 -0.95 1.20 -0.86 0.49
H 1.75142 -0.56590 -1.11846 0.88 -0.26 0.11 0.22
H -1.91516 -0.16102 0.96562 0.12 0.38 -0.81 0.20
```
Forces are in eV/Å.

The value obtained for the HOMO-LUMO gap is 9.14 eV. For the energy relative to the best compared isomer or geometry (same formula, charge and spin), the calculation gives 161.3 kJ/mol. The charge is 0. As for the HOMO energy: -8.17 eV. Its SMILES is Oc1cc[nH]c1. Its energy is -285.3532 Eh.

---

- What is the energy relative to the best compared isomer or geometry (same formula, charge and spin) in the fifth record?
  77.9 kJ/mol

---

What did the eleventh record say?
A 2-piece molecular cluster, C4H5NO overall in a non-equilibrium geometry, computed with wB97M-V/def2-TZVPD.

The geometry in XYZ format:
```
11
Properties=species:S:1:pos:R:3:forces:R:3:nbo_charge:R:1
O -1.46509 -2.61202 1.89003 0.55 1.24 0.03 -0.49
N -1.68199 -1.09966 -1.20283 0.70 0.89 0.24 -0.34
C -1.00658 -1.57435 1.89053 -0.60 -1.30 0.06 0.49
C -0.09769 0.91737 -0.64990 0.03 0.06 0.01 -0.51
C -0.98993 -0.20489 -0.95823 -0.64 -0.78 -0.25 0.29
C 1.19872 0.46117 0.03071 0.07 -0.02 0.02 -0.59
H 0.99071 0.04839 1.02118 0.05 0.07 -0.19 0.23
H -0.64213 1.61958 -0.00978 0.05 -0.10 -0.10 0.25
H 1.87512 1.31343 0.14166 -0.10 -0.13 -0.01 0.22
H 0.11678 1.43742 -1.58927 -0.03 -0.07 0.11 0.25
H 1.70208 -0.30645 -0.56410 -0.06 0.13 0.07 0.22
```
Forces are in eV/Å.

The value obtained for the HOMO-LUMO gap is 12.51 eV. For the energy relative to the best compared isomer or geometry (same formula, charge and spin), the calculation gives 49.9 kJ/mol. The charge is 0. As for the HOMO energy: -11.59 eV. Its energy is -285.3956 Eh.

---

- Number 7 is which compound?
  C4H5NO